Entry 1:
{"formula": "C4H9NO", "method": "ωB97M-V/def2-TZVPD", "orbital_gap_ha": 0.3849, "charge": 0, "mol_weight_g_mol": 87.1, "lumo_energy_ha": 0.0336, "multiplicity": 1, "relative_energy_kcal_mol": 24.35, "e_tot_ev": -7831.264, "symbols": ["C", "C", "N", "C", "C", "O", "H", "H", "H", "H", "H", "H", "H", "H", "H"], "coordinates": [[-0.348, 0.465, 1.906], [-0.497, 0.598, 0.389], [0.057, -0.505, -0.400], [1.338, -0.123, -0.991], [-0.801, -1.144, -1.279], [-1.958, -0.850, -1.487], [-0.412, 1.463, 2.354], [0.613, 0.030, 2.197], [-1.141, -0.142, 2.354], [0.019, 1.509, 0.068], [-1.545, 0.711, 0.111], [2.043, 0.145, -0.202], [1.167, 0.753, -1.634], [1.792, -0.899, -1.610], [-0.326, -2.010, -1.775]], "mulliken_charge": [-1.12, -0.47, 0.06, -1.01, 0.07, -0.54, 0.32, 0.31, 0.29, 0.32, 0.39, 0.29, 0.38, 0.35, 0.35]}

***

Entry 2:
{"formula": "C25H37N3OP2Sm", "method": "ωB97M-V/def2-TZVPD", "orbital_gap_ha": [0.2189, 0.2280], "charge": 1, "mol_weight_g_mol": 607.9, "lumo_energy_ha": [-0.1064, -0.0972], "multiplicity": 6, "relative_energy_kcal_mol": 3.54, "e_tot_ev": -69520.209, "symbols": ["C", "C", "C", "C", "C", "C", "C", "C", "C", "C", "C", "C", "C", "H", "H", "H", "H", "H", "H", "H", "N", "Sm", "C", "H", "H", "C", "H", "H", "P", "P", "C", "H", "H", "H", "C", "H", "H", "H", "C", "H", "H", "H", "C", "H", "H", "H", "H", "H", "C", "N", "C", "C", "C", "N", "C", "C", "O", "H", "H", "H", "H", "H", "H", "H", "H", "H", "H", "H", "H"], "coordinates": [[-1.714, 2.929, -3.716], [-1.450, 1.721, -3.076], [-0.080, 1.330, -2.934], [0.959, 2.239, -3.191], [0.669, 3.432, -3.865], [-0.664, 3.758, -4.139], [2.273, 1.841, -2.591], [2.550, 0.414, -2.953], [1.478, -0.462, -2.706], [1.686, -1.875, -2.630], [2.936, -2.367, -2.982], [3.966, -1.496, -3.385], [3.781, -0.112, -3.349], [-2.755, 3.244, -3.835], [1.479, 4.096, -4.165], [-0.909, 4.695, -4.645], [3.090, 2.511, -2.874], [3.123, -3.442, -2.903], [4.930, -1.920, -3.664], [4.593, 0.563, -3.636], [0.231, 0.081, -2.418], [0.538, 0.546, 0.196], [-2.505, 0.874, -2.407], [-2.455, -0.171, -2.741], [-3.514, 1.277, -2.569], [0.587, -2.751, -2.081], [-0.337, -2.669, -2.672], [0.896, -3.805, -2.032], [-2.216, 0.840, -0.569], [0.123, -2.233, -0.355], [1.362, -3.196, 0.580], [1.102, -3.155, 1.648], [1.358, -4.242, 0.236], [2.351, -2.749, 0.437], [-1.345, -3.289, -0.140], [-1.051, -4.347, -0.228], [-1.775, -3.104, 0.854], [-2.094, -3.042, -0.904], [-2.893, 2.487, -0.157], [-3.903, 2.553, -0.583], [-2.935, 2.599, 0.934], [-2.262, 3.281, -0.575], [-3.624, -0.195, -0.050], [-3.589, -0.312, 1.042], [-4.559, 0.311, -0.335], [-3.569, -1.185, -0.520], [2.153, 1.856, -1.429], [2.320, -0.069, 0.127], [-1.487, -1.606, 3.618], [-1.317, -0.253, 4.120], [-2.007, 0.086, 5.356], [-1.351, 1.295, 5.959], [-1.308, 2.429, 4.978], [-0.782, 1.970, 3.701], [-0.354, 3.009, 2.770], [-0.755, 0.677, 3.343], [-0.211, 0.321, 2.212], [-2.158, -1.646, 2.746], [-1.932, -2.194, 4.430], [-0.525, -2.050, 3.337], [-3.075, 0.278, 5.165], [-1.928, -0.781, 6.015], [-0.333, 1.041, 6.267], [-1.901, 1.605, 6.849], [-0.662, 3.234, 5.340], [-2.313, 2.854, 4.831], [-1.048, 3.861, 2.827], [0.662, 3.363, 3.015], [-0.353, 2.644, 1.725]], "mulliken_charge": [-0.79, 0.00, 0.80, 0.48, -1.18, -0.65, -0.39, 0.44, 0.70, 0.14, -0.80, -0.73, -1.14, 0.39, 0.46, 0.38, 0.70, 0.36, 0.38, 0.43, -0.25, 0.45, -1.22, 0.40, 0.60, -1.29, 0.44, 0.52, 1.24, 1.24, -1.33, 0.34, 0.46, 0.34, -1.33, 0.43, 0.29, 0.33, -1.48, 0.50, 0.35, 0.37, -1.31, 0.28, 0.46, 0.31, -0.25, -0.15, -0.65, 0.11, -0.52, -0.78, -0.63, 0.35, -0.91, 0.43, -0.62, 0.10, 0.39, 0.20, 0.25, 0.40, 0.33, 0.37, 0.39, 0.35, 0.37, 0.30, 0.07]}

***

Entry 3:
{"formula": "C6H12Cl12", "method": "ωB97M-V/def2-TZVPD", "orbital_gap_ha": 0.4089, "charge": 0, "mol_weight_g_mol": 509.6, "lumo_energy_ha": 0.0146, "multiplicity": 1, "relative_energy_kcal_mol": 3.08, "e_tot_ev": -156685.857, "symbols": ["Cl", "C", "Cl", "H", "H", "Cl", "C", "Cl", "H", "H", "Cl", "C", "Cl", "H", "H", "Cl", "C", "Cl", "H", "H", "Cl", "C", "Cl", "H", "H", "Cl", "C", "Cl", "H", "H"], "coordinates": [[-21.770, 19.883, -7.263], [-20.175, 19.393, -7.835], [-18.873, 20.023, -6.821], [-20.122, 18.315, -7.814], [-20.040, 19.763, -8.840], [-24.423, 13.308, -4.830], [-23.627, 13.059, -6.381], [-23.186, 14.603, -7.190], [-22.706, 12.518, -6.225], [-24.285, 12.517, -7.040], [-20.898, 10.380, -6.085], [-20.463, 10.634, -7.785], [-20.454, 12.326, -8.196], [-19.483, 10.201, -7.918], [-21.197, 10.131, -8.395], [-17.354, 9.628, -5.831], [-16.192, 10.841, -5.292], [-16.943, 12.268, -4.601], [-15.597, 10.386, -4.518], [-15.597, 11.148, -6.135], [-15.645, 20.312, -4.141], [-15.903, 18.959, -5.263], [-14.839, 17.591, -4.897], [-16.922, 18.636, -5.124], [-15.727, 19.308, -6.266], [-18.095, 15.275, -3.634], [-19.028, 15.243, -5.144], [-18.656, 16.639, -6.147], [-18.780, 14.331, -5.668], [-20.078, 15.282, -4.893]], "mulliken_charge": [-0.16, -0.11, -0.12, 0.09, 0.30, -0.16, 0.15, -0.16, -0.16, 0.30, -0.16, -0.25, -0.11, 0.23, 0.31, -0.15, -0.34, -0.08, 0.30, 0.27, -0.17, 0.03, -0.16, -0.01, 0.29, -0.17, -0.05, -0.14, 0.11, 0.24]}

***

Entry 4:
{"formula": "C4H8NO2", "method": "ωB97M-V/def2-TZVPD", "orbital_gap_ha": [0.3866, 0.2719], "charge": 0, "mol_weight_g_mol": 102.1, "lumo_energy_ha": [0.0287, -0.0858], "multiplicity": 2, "relative_energy_kcal_mol": 61.38, "e_tot_ev": -9858.561, "symbols": ["C", "C", "C", "O", "N", "C", "O", "H", "H", "H", "H", "H", "H", "H", "H"], "coordinates": [[0.419, -0.101, 0.436], [-0.561, 1.225, 0.426], [-1.605, 1.427, 1.465], [-2.248, 2.506, 1.557], [1.157, -0.289, -0.904], [0.671, -1.701, -1.492], [0.105, -2.542, -0.578], [1.232, 0.316, 1.030], [-0.162, -0.975, 0.770], [0.128, 2.117, 0.486], [-1.018, 1.335, -0.627], [-1.743, 0.700, 2.240], [2.070, -0.506, -0.565], [1.629, -2.076, -1.935], [-0.074, -1.435, -2.307]], "mulliken_charge": [-0.45, -0.41, 0.00, -0.51, -0.50, -0.19, -0.32, 0.32, 0.35, 0.22, 0.24, 0.37, 0.30, 0.33, 0.26]}